Entry from the OMol25 dataset: C17H16N2ReSe2 as an isolated structure (wB97M-V/def2-TZVPD).

The geometry in ORCA input format:
```
! wB97M-V def2-TZVPD RIJCOSX def2/J DEFGRID3
* xyz 4 2
Re 0.468 -0.067 0.479
Se -1.785 1.198 0.651
Se 0.003 1.793 2.212
N -1.047 -1.066 1.751
N 0.916 1.934 -0.258
C -3.383 -1.823 3.083
C 3.783 0.566 -1.208
C -1.052 -2.134 2.566
C 0.995 4.150 0.711
C -2.205 -2.537 3.233
C 0.875 -1.910 -0.954
C 2.727 -0.609 0.760
C 1.053 -2.372 0.353
C 0.782 2.801 0.778
C -2.198 -0.358 1.669
C 1.884 -1.642 1.251
C 1.381 4.662 -0.538
C 1.620 -0.781 -1.383
C 1.455 3.807 -1.627
C -3.377 -0.665 2.291
C 2.735 -0.285 -0.618
C 1.210 2.448 -1.464
H 1.467 -0.425 -2.396
H 1.965 -1.936 2.292
H 0.479 -3.223 0.697
H 3.430 -0.134 1.438
H -4.291 -2.134 3.588
H -4.259 -0.045 2.180
H 1.241 1.778 -2.311
H 4.631 -0.120 -1.384
H 3.522 0.984 -2.177
H 1.695 4.181 -2.615
H 0.160 -2.379 -1.623
H 0.860 4.793 1.574
H 4.158 1.326 -0.521
H -2.160 -3.412 3.869
H -0.134 -2.686 2.706
H 1.579 5.723 -0.651
*
```

The value obtained for the gap between HOMO and LUMO (spin up / spin down) is 7.34 / 6.60 eV. As for the strongest force on any atom: 0.063 eV/A. As for the expectation value of S²: 0.759.